No. 1
The following is a DFT calculation (wB97M-V/def2-TZVPD) of a molecular structure, C29H40IrN5O3S2.

```
! RIJCOSX wB97M-V def2-TZVPD def2/J DEFGRID3
* xyz 3 2
Ir -0.88878 -1.79699 -0.28281
C -3.00965 11.41240 -2.00981
O -3.49703 10.45822 -1.03063
C -3.12763 9.21833 -1.04787
C -2.23395 8.65810 -2.00646
C -1.92839 7.33714 -1.91939
C -2.46839 6.52544 -0.88344
C -3.36883 7.09135 0.06714
C -3.68978 8.40328 -0.01184
N -2.10467 5.20056 -0.90654
N -2.44720 4.56389 0.14324
C -2.16560 3.23298 0.26949
C -2.44369 2.74633 1.55533
C -2.25322 1.42984 1.94115
C -1.77808 0.52372 1.01007
O -1.61236 -0.75531 1.26753
C -1.48431 0.98484 -0.31366
N -1.03699 0.01254 -1.16466
C -0.76013 0.29951 -2.42651
C -0.93039 1.59334 -2.91469
C -1.37612 2.59163 -2.08136
C -1.66810 2.31299 -0.72817
H -3.47401 12.35250 -1.73850
H -3.32474 11.10758 -3.00552
H -1.92683 11.48909 -1.93736
H -1.81211 9.27173 -2.78823
H -1.25744 6.87619 -2.63160
H -3.78516 6.46000 0.83716
H -4.36638 8.87639 0.68682
H -2.82548 3.46493 2.26804
H -2.48855 1.09923 2.94293
H -0.41333 -0.51694 -3.04468
H -0.70999 1.79525 -3.95279
H -1.51149 3.59323 -2.45519
O -0.43033 -2.75758 -2.06088
S 0.43036 -4.05741 -2.17841
C -0.62229 -5.17689 -3.15364
C 0.12037 -5.45648 -4.45907
C 0.83360 -4.15865 -4.82506
C 1.56165 -3.73505 -3.55411
H -1.52971 -4.59160 -3.31498
H -0.85558 -6.05721 -2.55846
H -0.58426 -5.77817 -5.22432
H 0.84306 -6.26255 -4.32207
H 0.11576 -3.39386 -5.12650
H 1.54077 -4.29346 -5.64176
H 1.84542 -2.68554 -3.48503
H 2.44044 -4.35491 -3.36367
C -1.50029 -3.89047 0.83827
C -1.91585 -3.67846 2.28327
C -0.76540 -3.71406 3.28531
C 0.32760 -2.67235 3.04806
N 1.40286 -3.17372 2.16564
C 1.98818 -2.54894 1.15612
S 1.26262 -1.25943 0.19801
N 3.22674 -2.84833 0.80917
C 4.18454 -3.62577 1.62029
C 4.65123 -2.88979 2.87042
C 5.63529 -3.73537 3.67486
C 6.12310 -3.01112 4.92256
H -2.32733 -3.78472 0.13132
H -1.07904 -4.88544 0.66083
H -0.51159 -3.32435 0.60909
H -2.63470 -4.46065 2.53301
H -2.44120 -2.72768 2.37399
H -0.31602 -4.71089 3.32840
H -1.18295 -3.53513 4.27628
H 0.80618 -2.41333 3.99328
H -0.07189 -1.75429 2.62129
H 1.94873 -3.92191 2.57521
H 3.56494 -2.42645 -0.04278
H 5.02832 -3.83736 0.96596
H 3.74199 -4.59676 1.86179
H 3.79529 -2.62444 3.50050
H 5.12228 -1.94958 2.57234
H 6.48691 -3.99551 3.04054
H 5.15935 -4.68002 3.95546
H 6.63262 -2.08213 4.66352
H 6.82389 -3.62879 5.48088
H 5.29314 -2.76672 5.58786
*
```

## Properties
Highest occupied orbital energy (alpha / beta)   -14.87 / -15.49 eV
Frontier orbital gap (alpha / beta)   5.828 / 5.677 eV
E_LUMO (alpha / beta)   -0.332 / -0.360 hartree
Energy relative to the best compared isomer or geometry (same formula, charge and spin)   0.00 kcal/mol

Taken from the Mulliken analysis, the atomic charges in e are: 1.28, -0.83, -0.34, 0.88, -0.27, -0.61, 0.19, -0.10, -0.87, -0.36, -0.08, -0.42, -0.16, -1.17, 0.49, -0.97, 0.61, -0.35, -0.03, -0.94, -0.24, 0.70, 0.25, 0.38, 0.38, 0.47, 0.45, 0.46, 0.46, 0.52, 0.49, 0.47, 0.46, 0.58, -0.52, 0.61, -0.75, -0.66, -0.56, -0.76, 0.31, 0.47, 0.36, 0.32, 0.26, 0.40, 0.35, 0.47, -1.29, -0.44, -0.93, -0.71, 0.09, 0.36, -0.38, -0.11, -1.32, 0.01, -0.51, -1.31, 0.57, 0.49, 0.35, 0.52, 0.13, 0.39, 0.42, 0.49, 0.33, 0.29, 0.33, 0.50, 0.32, 0.20, 0.33, 0.32, 0.37, 0.33, 0.39, 0.33

***

No. 2
The following is a DFT calculation (wB97M-V/def2-TZVPD) of 20 unconnected molecules or ions with the total composition C29H41BCl57N3S.

```
! RIJCOSX wB97M-V def2-TZVPD def2/J DEFGRID3
* xyz 0 1
C -4.91563 -2.81072 -1.24766
C -5.30398 -3.57848 -2.08151
C -5.63810 -4.49783 -3.17160
C -5.91865 -3.78437 -4.51330
C -7.36580 -3.22774 -4.60692
B -7.52504 -1.63411 -4.62467
C -8.80918 -1.06766 -5.38006
C -9.95294 -0.56282 -4.46702
C -10.35715 -1.54073 -3.34697
S -12.16315 -1.43721 -3.02987
C -6.39830 -0.76846 -3.91367
C -6.63607 0.74856 -3.72552
N -7.62948 1.01795 -2.67666
N -6.92024 1.45378 -4.95945
N -5.36022 1.36146 -3.24376
H -4.60606 -1.95122 -0.67606
H -6.50230 -5.11383 -2.91462
H -4.80150 -5.19399 -3.27489
H -5.14494 -3.05880 -4.75973
H -5.84423 -4.57584 -5.26401
H -7.75783 -3.54229 -5.58197
H -8.02420 -3.68535 -3.86179
H -9.22915 -1.86865 -5.99984
H -8.56142 -0.26904 -6.07810
H -10.83693 -0.45802 -5.09938
H -9.77117 0.42569 -4.04755
H -9.91354 -1.28451 -2.38660
H -10.15847 -2.56406 -3.66029
H -12.64921 -1.76021 -4.24165
H -5.43351 -0.88590 -4.41130
H -6.30094 -1.18501 -2.90123
H -7.70754 0.22607 -2.04684
H -7.26827 1.80101 -2.14065
H -6.39343 2.31459 -5.00404
H -7.91303 1.61802 -5.04626
H -4.65582 1.15807 -3.94883
H -5.07352 0.91868 -2.37654
C -1.84790 -0.15896 -2.47247
Cl -2.08261 -0.37810 -4.20324
Cl -2.06645 1.52107 -2.00105
Cl -2.97862 -1.21126 -1.59840
H -0.83330 -0.44503 -2.22657
C 2.69820 -1.49560 -2.67560
Cl 3.89042 -1.21572 -1.41114
Cl 2.19631 -3.18379 -2.71092
Cl 1.30333 -0.42885 -2.42467
H 3.14100 -1.25338 -3.63263
C -3.47813 3.40402 1.22104
Cl -2.98282 4.44834 -0.11226
Cl -5.02616 3.93033 1.89472
Cl -3.55628 1.72317 0.69247
H -2.73093 3.47746 1.99719
C -7.05279 0.73312 2.17244
Cl -6.64836 0.34755 3.84541
Cl -6.85789 -0.68524 1.13958
Cl -8.69404 1.36808 2.05467
H -6.36837 1.49763 1.82757
C 7.38897 -0.20237 1.09622
Cl 8.59715 -0.53146 -0.14725
Cl 7.01647 1.51948 1.16578
Cl 5.92383 -1.14571 0.81114
H 7.79712 -0.50112 2.05369
C 5.98280 1.14760 5.38320
Cl 6.21750 2.86734 5.06513
Cl 4.67114 0.90718 6.54033
Cl 5.67159 0.27618 3.88073
H 6.89408 0.75961 5.81598
C 10.15360 1.64576 6.17488
Cl 9.90319 1.42948 4.43282
Cl 9.91309 3.32533 6.64204
Cl 9.09077 0.57175 7.08157
H 11.17634 1.37647 6.40478
C 12.59944 -0.68108 8.71846
Cl 12.35363 -0.91732 6.98494
Cl 12.33659 1.01099 9.15469
Cl 11.53518 -1.73764 9.64767
H 13.62518 -0.93638 8.94898
C 11.42329 4.52796 3.32554
Cl 11.81144 4.10449 1.65959
Cl 12.71858 4.03286 4.41763
Cl 11.11391 6.25918 3.48292
H 10.52438 3.99612 3.61056
C 0.08217 2.13713 1.75551
Cl 0.53820 1.73417 0.10040
Cl 1.34525 1.63678 2.87936
Cl -0.23704 3.87376 1.91014
H -0.82534 1.60052 2.00412
C 12.44432 6.21051 7.37557
Cl 13.25012 7.67728 7.93104
Cl 13.21409 4.77521 8.05810
Cl 10.72654 6.24845 7.77845
H 12.53517 6.16000 6.29772
C 14.93742 -1.36153 3.75083
Cl 16.17228 -1.02124 4.96517
Cl 14.45858 -3.05804 3.80515
Cl 13.53794 -0.31122 3.97494
H 15.35817 -1.15929 2.77498
C -5.65719 -1.26494 -8.72571
Cl -4.35733 -1.00111 -7.56393
Cl -6.16649 -2.95722 -8.72382
Cl -7.02231 -0.20511 -8.39312
H -5.27704 -1.02525 -9.71022
C 5.24227 -3.49515 5.64368
Cl 5.78643 -4.24282 4.14037
Cl 5.10058 -4.70089 6.92285
Cl 6.33493 -2.19536 6.12005
H 4.26350 -3.06597 5.47223
C -1.20008 -3.34476 0.90389
Cl -1.15113 -2.82889 2.59150
Cl -0.21733 -2.28021 -0.10058
Cl -0.66994 -5.01855 0.74338
H -2.22577 -3.28045 0.55979
C 7.10721 -1.69064 10.22773
Cl 8.27462 -2.04236 8.95138
Cl 6.76529 0.03985 10.28726
Cl 5.62089 -2.61035 9.99558
H 7.54213 -1.98432 11.17378
C -3.75321 0.22166 -12.26880
Cl -2.96783 1.69488 -11.70586
Cl -2.95732 -1.20658 -11.60269
Cl -5.46755 0.22554 -11.84353
H -3.67278 0.18405 -13.34695
C -10.19377 -3.68753 -0.32594
Cl -10.88012 -5.27002 -0.69391
Cl -10.18061 -3.39785 1.41375
Cl -8.56250 -3.54686 -0.99112
H -10.81837 -2.93395 -0.79132
C -1.37919 7.14395 -3.28464
Cl -1.68040 6.92565 -5.00867
Cl -1.59535 8.83182 -2.81999
Cl -2.42793 6.09258 -2.32817
H -0.35281 6.86734 -3.08362
*
```

## Properties
Highest occupied orbital energy   -8.93 eV
Frontier orbital gap   9.095 eV
E_LUMO   0.006 hartree

Atom charges from the Mulliken analysis, given in e for atoms 1 to 99: 0.05, -0.74, -0.95, -0.51, -0.52, 0.03, -0.17, -0.81, -0.24, -0.19, -0.22, 0.05, -0.48, -0.33, -0.63, 0.71, 0.37, 0.41, 0.27, 0.45, 0.31, 0.21, 0.45, -0.13, 0.75, 0.20, 0.02, 0.14, 0.13, 0.05, 0.11, 0.13, 0.32, 0.31, 0.28, 0.26, 0.11, 1.09, -0.07, 0.02, 0.00, -1.15, -0.23, -0.03, -0.11, -0.01, 0.38, -0.05, -0.05, -0.16, 0.05, 0.15, 0.64, -0.13, -0.01, -0.13, -0.37, 0.03, -0.15, -0.11, -0.07, 0.28, 0.82, -0.13, -0.11, 0.00, -0.58, -0.12, -0.04, 0.03, 0.08, 0.09, -0.13, -0.06, -0.09, -0.09, 0.39, 0.43, -0.13, -0.12, -0.14, -0.07, 0.20, -0.02, -0.07, -0.15, 0.08, 0.37, -0.14, -0.10, -0.14, -0.02, -0.04, -0.12, -0.12, -0.04, 0.33, 0.88, -0.10

***

Question: Which formula does entry 2 have?
Answer: C29H41BCl57N3S